216
Properties=species:S:1:pos:R:3:forces:R:3:lowdin_charge:R:1 method="wB97M-V/def2-TZVPD" homo_ev=-9.097 e_tot_ev=-117521.48099 e_lumo_ev=0.635 smiles=COCCOCCOC.COCCOCCOC.COCCOCCOC.COCCOCCOC.COCCOCCOC.COCCOCCOC.COCCOCCOC.COCCOCCOC.COCCOC.COCCOC charge=0 orbital_gap_ha=0.358
C -2.082 0.311 -8.719 -1.24 -0.09 1.04 -0.130
O -1.048 1.183 -8.457 0.46 0.52 0.00 -0.189
C -1.180 1.600 -7.118 0.67 -0.04 0.54 -0.214
C -0.178 2.703 -6.845 -0.28 -0.45 -0.38 -0.171
O -0.500 3.913 -7.510 0.30 0.08 0.82 -0.140
C -0.520 3.943 -8.923 0.09 0.47 0.42 -0.189
C -0.643 5.403 -9.338 -0.17 -1.44 -0.78 -0.230
O -1.841 5.829 -8.825 -1.50 0.36 0.85 -0.192
C -2.496 6.919 -9.409 1.12 0.03 -0.65 -0.103
H -1.990 -0.539 -8.024 -0.24 -0.26 -0.49 0.094
H -2.121 0.041 -9.748 0.33 -0.44 -0.74 0.080
H -3.046 0.814 -8.487 0.16 -0.30 -0.12 0.096
H -1.015 0.736 -6.445 0.17 0.21 -0.06 0.124
H -2.200 1.930 -6.919 -0.20 0.33 -0.09 0.122
H 0.820 2.315 -7.067 0.19 0.17 -0.56 0.130
H -0.128 2.899 -5.783 -0.31 0.38 0.31 0.113
H -1.454 3.480 -9.278 0.69 -0.39 -0.23 0.131
H 0.437 3.540 -9.298 -0.58 -0.28 -0.27 0.139
H -0.723 5.334 -10.464 0.80 0.74 0.83 0.147
H 0.125 5.980 -8.835 0.80 0.32 -0.77 0.129
H -3.059 6.612 -10.273 0.05 -0.17 -0.94 0.078
H -1.831 7.783 -9.663 -0.40 -0.60 0.29 0.106
H -3.243 7.178 -8.720 -0.85 0.87 1.14 0.067
C -5.528 -3.861 1.425 0.70 1.23 1.51 -0.085
O -4.837 -4.778 2.241 1.19 -0.84 -0.33 -0.189
C -5.498 -5.034 3.454 0.35 -1.21 -1.05 -0.243
C -5.025 -4.180 4.513 2.23 0.20 2.32 -0.179
O -3.589 -4.474 4.649 -1.08 0.20 -0.02 -0.133
C -2.867 -3.793 5.665 -0.15 -1.45 -1.11 -0.221
C -3.166 -2.357 5.828 -3.03 0.40 0.54 -0.218
O -3.404 -1.557 4.667 0.44 -0.90 0.83 -0.201
C -2.406 -1.730 3.688 1.03 -0.48 0.61 -0.094
H -6.011 -3.165 2.177 -0.08 -0.22 -1.48 0.102
H -6.216 -4.442 0.835 -0.63 0.34 -0.56 0.085
H -4.792 -3.267 0.819 -0.80 -0.71 0.40 0.091
H -5.286 -6.050 3.860 -0.29 0.25 -1.07 0.149
H -6.537 -4.860 3.273 -1.07 -0.35 0.32 0.117
H -5.539 -4.542 5.409 -0.09 0.41 0.35 0.137
H -5.144 -3.124 4.387 -0.26 0.67 -0.21 0.110
H -1.841 -3.877 5.348 0.56 -0.41 -0.03 0.116
H -2.973 -4.310 6.641 0.02 0.36 -0.25 0.141
H -2.365 -2.046 6.449 0.79 1.26 0.71 0.114
H -4.139 -2.327 6.399 0.98 0.54 -0.36 0.146
H -2.813 -1.251 2.816 0.42 0.47 -0.50 0.085
H -2.252 -2.803 3.455 -0.15 0.43 -0.01 0.087
H -1.411 -1.327 4.068 -1.03 -0.11 -0.73 0.103
C -4.300 1.340 5.935 -0.03 -0.44 0.56 -0.090
O -3.074 1.154 6.654 -1.52 1.06 -0.03 -0.179
C -2.684 2.350 7.281 1.18 1.07 0.15 -0.229
C -1.195 2.236 7.617 -1.18 0.21 0.43 -0.178
O -0.403 2.189 6.439 -0.29 1.36 1.27 -0.106
C -0.268 0.952 5.834 0.25 -0.57 -1.38 -0.211
C 0.956 0.248 6.296 0.73 1.47 0.55 -0.215
O 0.813 -0.091 7.647 0.02 0.36 0.20 -0.190
C 2.056 -0.172 8.306 0.23 -0.38 0.19 -0.097
H -4.278 2.200 5.263 0.27 0.04 -0.02 0.077
H -5.167 1.455 6.601 0.23 0.14 0.17 0.094
H -4.454 0.430 5.384 0.00 -0.29 -0.42 0.053
H -3.250 2.744 8.183 0.14 -1.23 -0.62 0.140
H -2.717 3.241 6.605 -0.25 -0.73 -0.16 0.129
H -0.982 1.452 8.344 0.06 -0.43 -0.41 0.125
H -1.059 3.150 8.186 0.93 0.47 -0.29 0.119
H -0.140 1.172 4.757 -0.17 -0.28 0.28 0.119
H -1.131 0.332 5.963 -0.67 -0.30 0.04 0.102
H 1.761 0.999 6.195 0.12 -0.45 -0.02 0.110
H 1.204 -0.615 5.723 0.17 -0.89 -0.80 0.115
H 2.632 -1.014 7.855 -0.10 0.35 0.56 0.092
H 1.746 -0.385 9.349 0.83 0.11 -0.45 0.095
H 2.707 0.749 8.211 -0.91 -0.71 0.14 0.104
C 2.885 3.430 5.747 -1.91 -0.70 -0.75 -0.144
O 3.959 2.668 6.097 1.42 -1.17 0.13 -0.185
C 4.875 2.572 5.012 -0.31 0.04 1.49 -0.196
C 5.842 1.424 5.262 -1.03 -0.17 -2.08 -0.142
O 5.172 0.161 5.289 0.73 0.54 1.72 -0.128
C 4.649 -0.241 4.075 -1.68 0.81 -0.03 -0.244
C 4.824 -1.698 3.975 0.34 -1.81 -0.13 -0.207
O 4.325 -2.219 2.715 0.62 -0.58 1.60 -0.186
C 4.734 -3.600 2.673 1.57 0.85 -0.56 -0.101
H 2.512 3.020 4.769 -0.18 0.69 0.48 0.090
H 3.112 4.483 5.643 0.01 0.48 0.00 0.091
H 2.102 3.227 6.487 0.04 0.52 -0.14 0.086
H 5.420 3.491 5.040 0.86 0.82 -0.39 0.120
H 4.320 2.574 4.061 0.25 -0.61 0.09 0.102
H 6.422 1.552 6.168 -0.06 -0.09 0.07 0.131
H 6.465 1.456 4.337 0.33 -0.17 0.76 0.134
H 5.165 0.307 3.328 0.52 0.14 -1.38 0.101
H 3.574 0.022 3.961 0.29 -0.01 0.18 0.140
H 4.454 -2.243 4.897 -0.43 0.56 -1.03 0.148
H 5.889 -1.912 4.055 0.40 0.03 -0.32 0.118
H 4.309 -4.155 3.500 -0.13 -0.21 0.24 0.080
H 5.884 -3.652 2.728 -1.54 -0.03 0.03 0.112
H 4.443 -4.040 1.722 -0.23 0.08 -0.01 0.068
C -4.687 2.707 -3.421 -0.63 1.80 -0.30 -0.121
O -4.421 2.366 -2.090 -0.13 -0.10 -0.73 -0.205
C -4.041 1.008 -1.988 0.31 0.40 0.67 -0.198
C -4.073 0.769 -0.483 0.13 -1.39 -1.19 -0.195
O -3.214 1.663 0.178 -0.26 0.08 0.86 -0.143
C -3.884 2.714 0.865 -0.25 0.95 -0.56 -0.174
C -4.664 2.291 2.152 1.62 -0.99 0.01 -0.188
O -5.760 1.443 1.802 -0.43 0.67 1.26 -0.226
C -6.709 1.206 2.884 0.97 -0.49 -0.50 -0.071
H -4.014 2.256 -4.157 0.03 -0.20 0.20 0.079
H -4.560 3.822 -3.506 -0.17 -0.98 0.01 0.101
H -5.744 2.478 -3.668 0.47 -0.07 -0.11 0.092
H -3.027 0.943 -2.415 -0.18 -0.48 0.06 0.124
H -4.758 0.335 -2.506 0.39 0.23 0.18 0.136
H -3.736 -0.282 -0.295 -0.34 0.69 0.13 0.135
H -5.119 0.905 -0.217 0.15 -0.16 0.42 0.115
H -4.469 3.319 0.112 -0.11 -0.90 0.89 0.137
H -3.075 3.418 1.098 -0.18 -0.27 0.59 0.097
H -4.944 3.160 2.766 -0.34 0.05 -0.47 0.117
H -3.906 1.736 2.825 -1.03 0.41 -0.93 0.133
H -7.122 2.161 3.281 0.33 -0.62 -0.15 0.093
H -6.226 0.572 3.686 -0.46 0.85 -0.60 0.087
H -7.503 0.599 2.420 0.21 0.39 0.29 0.086
C 1.028 -2.433 2.055 0.01 0.24 -0.03 -0.093
O 1.013 -1.712 0.859 1.51 -0.35 0.28 -0.148
C -0.065 -0.867 0.797 -1.15 0.19 -1.18 -0.231
C 0.092 0.090 -0.368 -0.36 0.98 0.34 -0.188
O 0.074 -0.701 -1.498 -0.27 -0.40 -1.94 -0.143
C 0.723 -0.158 -2.660 -0.40 0.30 0.59 -0.175
C 0.739 -1.200 -3.728 1.96 -0.37 0.79 -0.241
O -0.342 -1.281 -4.594 -0.27 -1.30 0.39 -0.172
C -1.440 -2.098 -4.088 -0.59 2.34 -1.40 -0.048
H 0.048 -2.756 2.376 -0.56 -0.40 -0.18 0.077
H 1.448 -1.897 2.877 0.29 1.02 0.68 0.074
H 1.700 -3.237 1.935 0.55 -1.31 -0.30 0.066
H -0.252 -0.332 1.702 0.03 0.48 0.93 0.091
H -0.915 -1.538 0.631 -0.69 0.39 -0.14 0.121
H 1.085 0.618 -0.295 -0.94 -0.10 0.12 0.137
H -0.794 0.804 -0.440 1.20 -0.39 0.57 0.141
H 1.740 0.021 -2.363 0.67 0.20 0.07 0.095
H 0.349 0.798 -3.073 -0.53 -0.17 0.55 0.141
H 1.036 -2.094 -3.116 -0.87 -0.20 -0.88 0.138
H 1.663 -1.004 -4.293 -0.42 0.06 -0.45 0.119
H -2.041 -1.398 -3.466 0.07 -0.98 -0.13 0.091
H -1.155 -2.985 -3.563 0.49 -0.39 0.36 0.059
H -1.994 -2.364 -5.016 0.11 0.04 0.79 0.097
C 0.263 5.965 -4.607 0.90 0.03 2.46 -0.061
O 0.935 4.890 -3.867 -0.10 1.15 0.02 -0.212
C 2.081 5.334 -3.090 -0.02 0.68 -1.53 -0.199
C 2.344 4.398 -1.979 -0.24 1.92 1.45 -0.195
O 1.679 4.778 -0.764 -0.02 -0.16 -1.05 -0.139
C 0.301 4.434 -0.770 0.42 -0.59 0.84 -0.177
C -0.046 4.267 0.704 0.31 -0.97 -0.06 -0.178
O 0.640 3.068 1.147 -1.53 -0.07 1.83 -0.207
C 0.082 2.515 2.435 -0.26 3.24 -1.84 -0.027
H -0.303 6.566 -3.848 0.05 -0.45 -0.76 0.094
H -0.362 5.545 -5.370 -0.24 -0.27 -0.29 0.064
H 1.010 6.642 -5.006 0.14 0.02 -0.47 0.077
H 2.054 6.394 -2.727 -0.45 -0.77 -0.35 0.146
H 2.966 5.232 -3.730 -0.05 0.35 -0.33 0.124
H 3.399 4.406 -1.773 0.47 -0.11 0.29 0.123
H 2.056 3.459 -2.325 -0.50 -2.07 -0.20 0.102
H 0.189 3.531 -1.423 -0.34 0.41 0.95 0.139
H -0.391 5.184 -1.133 0.17 0.66 -0.60 0.118
H -1.118 4.164 0.814 -0.47 -0.42 -0.07 0.085
H 0.169 5.197 1.294 0.53 -0.75 -0.43 0.141
H -1.007 2.659 2.464 0.05 0.28 -0.14 0.079
H 0.512 3.116 3.254 0.03 -0.81 -0.04 0.088
H 0.169 1.471 2.432 1.05 -1.33 0.21 0.032
C 6.607 -1.297 -4.720 -0.34 0.57 0.37 -0.091
O 5.977 -0.060 -4.444 0.08 0.00 0.84 -0.179
C 4.607 -0.205 -4.155 0.03 1.27 -2.01 -0.218
C 4.086 1.017 -3.461 2.00 0.90 0.12 -0.189
O 3.852 0.812 -2.117 -1.76 0.48 0.32 -0.143
C 4.959 0.561 -1.347 0.89 -0.19 1.60 -0.210
C 4.689 1.074 0.054 -0.56 -0.77 0.04 -0.205
O 4.800 2.476 0.048 -0.24 0.64 0.73 -0.158
C 3.817 3.153 0.865 0.60 -0.19 -1.05 -0.055
H 6.816 -1.940 -3.833 -0.37 0.49 -0.37 0.100
H 7.521 -0.965 -5.159 0.84 -0.41 -0.45 0.079
H 5.974 -1.804 -5.433 0.11 -0.70 -0.36 0.084
H 4.420 -1.075 -3.628 -0.30 -1.82 1.68 0.092
H 4.053 -0.362 -5.083 -0.02 0.10 -0.47 0.126
H 3.241 1.460 -3.934 -1.07 0.01 -0.16 0.115
H 4.873 1.794 -3.492 -0.05 -0.18 -0.56 0.142
H 5.887 1.048 -1.634 0.07 0.25 -0.81 0.137
H 5.138 -0.507 -1.324 0.29 -0.49 0.16 0.124
H 5.364 0.595 0.775 0.18 0.18 -0.05 0.119
H 3.678 0.706 0.315 0.12 0.45 0.09 0.125
H 2.926 2.584 0.769 -1.13 -0.10 0.05 0.056
H 3.658 4.169 0.515 0.06 -0.12 -0.44 0.080
H 4.041 3.272 1.907 0.72 -0.43 0.80 0.062
C -4.029 -4.267 -2.911 -0.13 -0.92 0.92 -0.096
O -3.439 -3.371 -1.966 0.28 -0.34 -0.72 -0.191
C -2.680 -4.069 -0.987 0.41 2.91 0.11 -0.222
C -1.361 -4.641 -1.324 0.88 0.20 0.08 -0.239
O -1.357 -5.583 -2.384 0.16 -0.65 0.51 -0.206
C -1.505 -6.992 -1.987 -0.87 1.06 -1.85 -0.051
H -3.269 -4.649 -3.631 -0.71 0.12 0.47 0.091
H -4.847 -3.759 -3.394 0.01 0.47 -0.41 0.075
H -4.555 -5.119 -2.351 0.95 0.70 -0.70 0.110
H -3.289 -4.808 -0.655 -2.00 -2.40 1.56 0.074
H -2.492 -3.311 -0.180 -0.24 -0.71 -0.45 0.138
H -0.926 -4.981 -0.384 -0.21 -0.91 0.24 0.118
H -0.692 -3.804 -1.457 0.51 0.27 -1.28 0.107
H -2.014 -7.493 -2.873 0.54 0.60 1.05 0.100
H -2.213 -7.061 -1.135 0.95 -0.27 -0.16 0.096
H -0.494 -7.423 -1.942 -0.50 -0.04 0.78 0.071
C 2.042 -6.711 -0.131 0.33 1.45 0.94 -0.087
O 3.110 -5.782 -0.367 -0.82 0.04 -1.14 -0.199
C 2.678 -4.664 -1.171 -1.21 0.63 1.92 -0.210
C 3.808 -3.940 -1.749 1.70 -2.02 -0.70 -0.212
O 4.378 -4.687 -2.817 0.36 -0.46 -0.96 -0.172
C 5.365 -5.697 -2.560 -0.94 0.45 0.05 -0.084
H 1.142 -6.117 0.227 0.76 -1.05 -0.42 0.097
H 2.426 -7.377 0.641 -0.30 0.04 0.19 0.084
H 1.854 -7.318 -1.002 -0.42 -0.02 -0.54 0.072
H 2.252 -3.900 -0.471 -0.37 -0.55 -0.27 0.127
H 1.914 -4.838 -1.971 0.60 -0.59 0.66 0.147
H 4.591 -3.702 -1.054 0.32 0.18 0.82 0.125
H 3.424 -3.044 -2.139 -0.38 1.36 -0.81 0.100
H 6.306 -5.261 -2.344 1.07 0.65 0.45 0.068
H 5.512 -6.300 -3.433 -0.24 0.04 -0.88 0.078
H 5.122 -6.413 -1.795 -0.49 0.01 0.71 0.073